1.
Density functional theory data (ωB97M-V with the def2-TZVPD basis set) for the molecule C21H24N4O5S.

Atoms and positions in Å:
C -2.80560 3.48382 -0.32376
O -1.18382 -0.60906 0.58275
C 0.96494 2.22453 0.40583
H 2.66660 -1.27497 0.47898
C -3.33722 1.29894 -1.19593
C -0.83529 2.77838 1.90972
O -2.05968 3.53328 4.12633
C 2.82018 -3.78023 -1.74721
H 0.71565 4.11874 1.39966
N 2.42617 -4.64453 0.48700
C -1.42279 2.47549 -2.01825
H 2.44114 -3.22295 2.00276
H 0.71121 -5.58250 1.33023
H 3.96639 -2.46545 0.24713
C -3.10501 4.61566 0.62964
H 2.17632 -5.54741 2.33955
H -3.80128 3.46276 2.22528
H 2.09144 -6.63817 0.94922
C 1.98403 -1.54750 -2.09875
H -2.32672 5.37917 0.58045
N 2.57828 -2.42962 -1.27816
H 3.88881 -3.99825 -1.65196
C -0.80086 0.64489 0.94512
H 1.86579 2.49105 -0.12182
C -2.23139 1.35194 -2.02816
H 2.62644 0.28056 -1.11428
H -0.56761 2.53224 -2.67593
N -3.16123 4.21255 2.01907
C 1.80921 -5.65419 1.31961
H -1.07092 4.40599 -1.16603
H 2.52113 -3.83113 -2.79390
C 2.01849 -4.76623 -0.90401
H 2.22438 -5.78392 -1.24053
H -4.49710 2.31614 0.28106
C 1.70969 -0.13843 -1.54017
H -2.00560 0.52326 -2.68296
C -3.62380 2.35948 -0.35507
C 0.36574 0.98859 0.24499
C 2.89250 -2.27835 0.12230
O -0.38437 -2.13220 -0.88722
C 0.32912 3.12364 1.24941
H 1.40882 0.47279 -2.39916
C -1.42154 1.52769 1.79730
H 0.94402 -4.55540 -1.03256
C -0.30493 -1.06249 -0.35933
H -4.06502 5.07814 0.37415
O 1.75065 -1.77595 -3.26749
H 1.04351 -3.09589 0.90200
N 0.66923 -0.10243 -0.53968
S -1.72400 4.03904 2.83138
C -1.70677 3.53289 -1.17054
H -2.31402 1.27528 2.34336
O -1.00152 5.26744 2.71303
C 2.12494 -3.30651 0.95974
H -3.97678 0.42939 -1.20417

Properties
**E_HOMO**: -0.3245 Ha
**Structure (SMILES)**: CN1CCN(C(=O)Cn2c(=O)oc3cc(S(=O)(=O)NCc4ccccc4)ccc32)CC1
**Spin multiplicity**: 1
**Relative energy (zero: lowest compared OMol25 entry of this formula, charge and spin)**: 2.3782 eV
**Charge**: 0
**HOMO-LUMO gap**: 9.18 eV

=====

2.
Density functional theory data (ωB97M-V with the def2-TZVPD basis set) for a cluster of 2 separate species, C2H3IN2OS in total.

Atoms and positions in Å:
N 0.14371 2.00819 -0.40490
O -0.56934 4.17544 0.12473
H -0.32968 1.17699 -0.62633
N -0.57871 -0.44781 1.37494
C -1.07429 -0.75205 0.17096
C -0.32064 3.07642 -0.10684
S -1.41134 0.16536 2.65336
H -0.54850 -1.49314 -0.31296
I -2.98386 -0.08470 -0.35660
H 0.39643 -0.66665 1.32176

Properties
**E_HOMO (alpha / beta)**: -0.3136 / -0.3134 Ha
**Structure (SMILES)**: [S-]/[NH+]=C\I.N=C=O
**Spin multiplicity**: 1
**Relative energy (zero: lowest compared OMol25 entry of this formula, charge and spin)**: 2.1683 eV
**Charge**: 0
**HOMO-LUMO gap (alpha / beta)**: 7.70 / 7.69 eV

=====

3.
Density functional theory data (ωB97M-V with the def2-TZVPD basis set) for a cluster of 2 separate species, C3H7OS in total.

Atoms and positions in Å:
H 3.52348 -2.16960 -0.91422
C 1.67902 -1.17809 -0.45822
H -1.22660 2.19148 2.18106
H -1.46464 0.47055 2.04376
H 2.14644 -0.13428 -0.35340
H 1.99594 -3.26573 -0.64568
O 0.31147 -1.27669 -0.23583
C 2.44977 -2.29107 -0.65147
H -2.82018 1.51350 1.61782
C -1.66444 1.46380 1.49408
H 0.13635 -0.31494 0.04223
S -1.22304 1.49717 -0.27446

Properties
**E_HOMO**: -0.1009 Ha
**Spin multiplicity**: 1
**Relative energy (zero: lowest compared OMol25 entry of this formula, charge and spin)**: 1.2880 eV
**Charge**: -1
**HOMO-LUMO gap**: 6.76 eV

=====

4.
Density functional theory data (ωB97M-V with the def2-TZVPD basis set) for the molecule C5H7NS.

Atoms and positions in Å:
C -1.30778 -0.52153 2.56478
S -2.13563 -1.51067 1.54606
H 0.67163 0.57781 -2.33659
N 0.11698 -0.05109 -0.39647
H -2.92953 -1.35992 -0.59791
H 1.96906 -0.05465 -1.28692
H -1.30923 -0.27075 -1.88106
H -0.06164 0.57046 3.82397
C -0.17219 -0.24437 3.12664
C -2.05420 -1.02091 -0.06796
H 0.73288 -0.80795 2.92720
C 1.04671 0.52704 -1.30484
H 1.28102 1.53603 -0.96246
C -1.03360 -0.40684 -0.81876

Properties
**E_HOMO (alpha / beta)**: -0.2868 / -0.2823 Ha
**Spin multiplicity**: 1
**Relative energy (zero: lowest compared OMol25 entry of this formula, charge and spin)**: 4.0698 eV
**Charge**: 0
**HOMO-LUMO gap (alpha / beta)**: 7.56 / 7.03 eV

=====

5.
Density functional theory data (ωB97M-V with the def2-TZVPD basis set) for a structure of composition C53H70BrP2PtSi.

Atoms and positions in Å:
C 1.93077 -1.97404 -2.34519
C 4.36440 -2.32826 -2.41738
C -1.13145 -6.31561 0.11998
Si 0.42260 0.81685 2.09240
H -2.16363 4.22662 0.58080
C -4.24820 -2.78040 1.15391
H 5.43664 -1.92159 -0.63095
C -0.62649 -5.22136 -0.80681
C -1.96489 1.74021 0.97469
C 0.62552 -4.55550 -0.24081
H 1.21614 2.66208 3.44168
C 3.09827 -2.36392 -3.05574
H 5.23715 -2.63760 -2.97858
C -0.35262 0.79282 -2.97291
H -4.51311 -0.94329 2.19764
C 0.69709 -2.16467 -3.04487
C -1.33490 5.95255 -0.37869
H 4.63895 2.64433 0.18866
C -0.86190 2.67470 -4.55991
H -5.65086 -2.17451 2.68521
Pt 0.59435 -0.40689 0.03517
C -2.34164 -2.95568 3.09858
H -2.24772 6.54875 -0.38152
H 1.66279 2.96696 1.76786
C -1.94880 3.19074 -3.62559
C 4.62000 1.30654 -2.22662
H -0.36284 -7.08715 0.23908
H -1.30657 1.98379 -5.28422
H -1.64808 1.17698 4.28365
C -3.68357 -2.38950 3.58543
C -1.36782 1.40163 2.15943
H 3.92106 -3.09581 -4.90960
H 1.74954 -3.27458 -6.05363
C 3.32049 -1.50123 -0.42226
H 1.42241 3.42750 0.50349
H -5.09827 2.41221 2.06582
H -0.43928 3.50283 -5.13130
H -2.45398 -3.22486 0.04017
H -4.01188 1.89120 4.23400
C 4.47106 -1.93630 -1.12013
H -3.05631 1.38950 -3.34486
H 1.34164 4.84934 -0.49065
C 2.46937 1.83807 -1.23585
C -1.45467 1.20961 -1.97696
H -1.56329 4.02903 -3.04385
H -0.80743 6.19044 -1.30708
H -0.16504 3.66991 -1.65590
C 1.58859 2.19497 2.52537
H 0.50379 -5.79560 2.30086
C 3.00701 -2.81744 -4.39986
Br -0.96970 -1.92893 -2.15838
H -0.40437 -5.61466 -1.80151
C 0.29168 5.08118 1.35994
C -2.10921 1.45414 3.34145
P -0.76724 1.81340 -0.37524
H -0.80928 0.08184 -3.66812
H 2.09747 -0.80965 6.49201
H -1.97095 0.30705 -1.64073
C 0.67957 -1.84586 3.03688
H 1.01293 -3.80151 -0.91091
H 0.77552 2.63249 -3.14133
C -0.23961 -5.01950 2.08613
C 1.70667 -1.10162 5.52635
C -0.46890 6.30528 0.84214
C 2.07912 -1.48634 -1.00037
H 2.59057 1.80751 2.71332
H -2.28045 -4.98564 1.35328
H -2.46319 -4.01699 2.84383
H 4.84802 0.63699 -1.39677
H -2.43455 4.25873 -1.15104
H 0.44997 0.26916 -2.45775
C 1.69199 -2.43427 5.15022
H -1.42311 -4.48366 -0.93409
H -3.49918 -1.51325 4.21255
H 4.29060 3.80678 -3.34188
H 2.68354 4.14539 -2.69084
H -1.97459 -1.11343 2.13915
H -3.22619 2.51114 -2.02545
C 0.46069 -3.98847 1.17370
H 0.96570 1.53347 -4.48339
H 3.43910 -1.15060 0.59634
H 1.31713 0.90321 4.92455
C 3.37444 3.34706 -2.96682
C -2.83433 -2.41829 0.67848
C -3.44100 1.84438 3.31522
H 4.14213 0.71950 -3.01217
H 3.83841 4.12302 -0.36329
C 0.62358 -2.60836 -4.33094
C -3.31225 2.10161 0.92557
H 1.14747 5.40099 1.95751
H -4.96343 -2.57310 0.35596
H 1.18626 -3.85255 3.65297
C -4.60771 -2.00506 2.41379
H 5.55661 1.71629 -2.61077
H -1.08778 6.72137 1.63876
H -2.01303 -6.80377 -0.29859
H -0.34137 4.48127 2.02189
C -1.88915 -2.16686 1.86785
C 1.80815 -2.92275 -5.03286
H -1.80535 -6.46915 2.17041
H 2.08312 -3.19290 5.81514
C -1.69840 4.46863 -0.37594
H 1.48239 -3.84593 1.54624
H 0.24715 7.08152 0.56532
C 0.75802 4.22456 0.19022
C 0.22834 1.94186 -3.78902
H -1.60319 -2.89815 3.90012
H -2.86880 -1.51178 0.06237
H -2.78091 3.59047 -4.20923
C 4.42554 3.26387 -0.68367
C 3.70390 2.45241 -1.76483
C -2.49751 2.09036 -2.71470
C 1.18022 -2.80401 3.91437
H 2.92588 2.76409 -3.77162
C 1.25132 -0.13953 4.63868
C -0.42480 3.62858 -0.59868
C 0.74568 -0.49235 3.38548
H -0.51438 -4.58040 3.04764
H -3.79271 2.34305 -0.01012
H -4.17004 -3.13137 4.22122
C -1.45619 -5.70305 1.47541
H -0.34074 -2.73315 -4.80364
H 1.40406 -5.32386 -0.16463
P -0.11148 -2.24135 1.41958
H -4.31083 -3.85375 1.35345
C 1.55603 1.11056 -0.89757
C -4.05010 2.14466 2.09916
H 5.37266 3.63364 -1.07986

Properties
**E_HOMO**: -0.3720 Ha
**Spin multiplicity**: 1
**Charge**: +1
**HOMO-LUMO gap**: 6.84 eV

=====

6.
Density functional theory data (ωB97M-V with the def2-TZVPD basis set) for a structure of composition C29H30FMnN7O.

Atoms and positions in Å:
Mn 0.27836 -0.05562 -0.65903
H -0.66802 4.09072 -1.10225
N -0.78411 2.26786 2.52638
H -1.86010 4.05158 2.83422
C 0.65005 2.48556 2.56819
F -0.79896 0.73012 -1.81739
C 0.50322 -2.38810 0.99107
N -0.34360 3.17933 -0.83032
C -3.27535 0.37838 0.62351
C -1.79657 -3.06969 -4.18747
H 3.49852 -1.62744 3.21287
H 1.41665 5.09705 -0.89790
H 1.64197 -1.85410 -6.08662
C 0.82698 -3.32331 1.99184
N -2.67358 1.29010 1.58774
H 3.86867 4.80249 -0.64631
H 0.90653 3.45679 2.13770
H 3.18719 0.59749 -0.39050
H -4.40704 1.28006 2.73584
H -2.59768 1.50561 4.35822
H -3.40463 -0.61916 1.05246
H -4.02519 2.84076 2.01125
C -3.59232 1.96639 2.50554
H 2.98837 0.13416 -2.55184
H 3.36787 -0.52133 -4.88638
O -0.60905 0.65883 0.94100
C 2.25396 -1.02116 1.57667
C 0.35422 -1.97957 -4.35330
C 2.64279 -1.88504 2.60574
H 4.77112 2.47178 -0.36032
C -0.86744 -2.02845 -2.22929
H -0.91379 2.40335 -1.13172
H -2.66172 0.29880 -0.26995
H 0.99537 2.46005 3.60211
C 1.51577 -1.58016 -5.04680
H -2.07349 -4.07364 -0.49079
C 1.85357 4.11590 -0.76768
C -0.96907 -4.74868 1.21597
C -2.86843 2.38393 3.76946
H 0.30586 -5.22281 2.86853
C 2.46660 -0.84759 -4.38815
C 2.25455 -0.48062 -3.05310
C 0.05595 -4.50557 2.09723
C 3.20347 3.94983 -0.62978
C -1.61037 3.12948 3.36857
H -0.62367 -3.01057 -5.97260
H -2.76421 -3.00754 -2.25941
H -3.51279 3.01676 4.37677
H -4.25096 0.76893 0.34190
C -0.56409 -2.65385 0.08138
H -1.54804 -5.65802 1.29989
C -1.88366 -2.73523 -2.82459
H 2.80128 -0.10104 1.42164
C -1.33824 1.39136 1.67177
C 3.71303 2.65252 -0.47990
H 1.15188 1.70640 2.00686
C 1.93380 -3.03751 2.81663
H -1.02421 3.40444 4.24415
C 0.99443 2.99509 -0.75058
C -1.27083 -3.84507 0.19347
C 2.82575 1.61410 -0.49115
H -2.61009 -3.61388 -4.64658
N -0.69401 -1.68625 -0.88053
N 1.48642 1.74978 -0.62372
H 2.21519 -3.72943 3.60072
C 0.24142 -1.59558 -3.00644
C -0.69962 -2.72703 -4.93072
N 1.18392 -0.83516 -2.37030
N 1.23023 -1.25758 0.77614

Properties
**E_HOMO (alpha / beta)**: -0.5081 / -0.5082 Ha
**Spin multiplicity**: 4
**Relative energy (zero: lowest compared OMol25 entry of this formula, charge and spin)**: 0.8257 eV
**Charge**: +2
**HOMO-LUMO gap (alpha / beta)**: 7.93 / 5.90 eV